(1)
{"formula": "C10H35FeO8", "method": "ωB97M-V with the def2-TZVPD basis set", "multiplicity": 5, "molar_mass_g_mol": 339.2, "homo_ev": [-11.47, -11.47], "e_above_lowest_kj_mol": 233.9, "charge": 1, "elements": ["C", "H", "C", "H", "H", "C", "H", "H", "H", "O", "H", "C", "H", "H", "O", "H", "H", "H", "C", "H", "H", "C", "H", "H", "H", "C", "H", "O", "H", "O", "H", "H", "H", "H", "H", "C", "H", "O", "O", "H", "Fe", "H", "H", "H", "H", "H", "O", "O", "H", "C", "H", "H", "H", "C"], "coordinates": [[3.89, -2.12, -1.34], [-0.58, 3.13, 1.74], [4.85, -2.99, -0.50], [3.00, -1.91, -0.74], [0.88, -0.57, -1.34], [-3.66, 1.40, -1.40], [3.64, -4.45, -0.04], [4.90, -2.56, 0.50], [-0.33, 1.66, 2.05], [2.84, 3.14, 1.82], [-3.44, -1.37, 2.44], [-3.37, 2.81, -1.85], [0.81, -4.63, 0.12], [-4.06, 3.12, -2.63], [0.51, -2.24, -3.21], [-3.62, 0.71, -2.26], [-2.93, 0.01, 1.44], [2.00, 2.68, 1.66], [-0.21, -1.36, 0.33], [0.85, -3.13, -3.33], [4.52, 3.62, 0.67], [3.58, 3.07, 0.61], [5.81, -2.97, -1.01], [-2.87, 1.11, -0.72], [3.55, -2.59, -2.26], [2.72, 3.30, -0.62], [4.36, -1.21, -1.72], [4.52, -4.36, -0.41], [-5.06, 0.35, 1.09], [-0.80, -2.47, -0.28], [-0.86, -0.88, 1.08], [4.00, 2.05, 0.57], [-5.58, 1.56, -1.33], [-2.45, 0.42, 3.78], [-0.69, 0.16, -1.18], [0.16, -0.21, -0.61], [0.64, -1.59, 0.97], [-5.00, -0.28, 1.82], [-4.90, 1.23, -0.73], [1.86, 2.64, -0.69], [-2.27, -3.64, -0.80], [0.13, -2.23, -2.33], [1.50, -3.37, 0.62], [-3.66, 1.64, 3.29], [-3.65, 3.38, -0.96], [3.27, 3.38, -1.56], [0.08, 2.44, 1.66], [1.67, -4.29, 0.38], [-4.04, 0.19, 4.29], [-3.64, -0.32, 2.21], [-2.34, 2.98, -2.15], [0.58, 0.63, -0.06], [2.37, 4.34, -0.56], [-3.48, 0.57, 3.44]]}

=====

(2)
{"formula": "C17H22N5O2RuS2", "method": "ωB97M-V with the def2-TZVPD basis set", "molar_mass_g_mol": 493.6, "homo_ev": [-11.32, -11.28], "e_above_lowest_kj_mol": 21.4, "charge": 1, "elements": ["H", "N", "H", "C", "C", "H", "H", "C", "C", "H", "H", "N", "H", "C", "H", "C", "C", "C", "C", "H", "C", "H", "N", "C", "C", "H", "O", "H", "H", "Ru", "C", "H", "H", "H", "C", "O", "S", "N", "S", "H", "N", "H", "C", "H", "C", "C", "H", "H", "H"], "coordinates": [[-3.53, 3.70, -3.77], [-2.14, 0.77, -0.22], [0.10, 0.66, 5.66], [3.48, -1.45, -4.30], [-2.21, 1.73, 4.60], [0.90, 0.25, 4.14], [4.03, -0.79, -3.64], [-0.17, -1.20, -5.00], [-1.93, 1.56, -1.30], [1.64, -3.34, 3.82], [-0.59, -2.29, 3.42], [1.19, -0.72, 1.05], [-2.00, 4.01, -2.94], [-1.11, -0.28, 1.56], [-1.91, 2.76, 4.39], [-2.68, 3.24, -3.29], [-1.18, 1.00, 2.43], [2.38, -1.29, 1.25], [0.15, 0.89, 4.59], [-2.23, 1.60, 5.68], [2.59, -2.22, 2.25], [-2.07, 1.53, 2.10], [0.26, -0.60, -2.74], [1.14, -1.42, -5.16], [0.14, -1.06, 1.83], [3.57, -2.65, 2.39], [2.28, -0.53, -1.92], [-0.86, -1.36, -5.82], [3.17, -0.99, 0.56], [0.54, 0.03, -0.82], [-0.71, -0.70, -3.74], [1.57, -1.77, -6.08], [-0.32, 1.63, 2.18], [0.50, 1.92, 4.49], [1.51, -2.59, 3.04], [-1.87, -0.41, -3.53], [-0.33, 1.91, -1.73], [2.05, -1.21, -4.13], [-3.34, 2.28, -1.92], [-1.60, -0.26, 4.12], [-1.07, 0.16, 0.15], [3.72, -2.49, -4.07], [0.27, -2.01, 2.83], [3.75, -1.24, -5.33], [1.56, -0.79, -2.95], [-1.23, 0.75, 3.95], [-2.01, -0.87, 1.72], [-2.17, 2.56, -3.99], [-3.22, 1.59, 4.22]]}

=====

(3)
{"formula": "C5H7NO2", "method": "ωB97M-V with the def2-TZVPD basis set", "molar_mass_g_mol": 113.1, "homo_ev": [-7.44, -7.52], "e_above_lowest_kj_mol": 844.7, "elements": ["O", "H", "C", "N", "H", "O", "H", "C", "C", "C", "C", "H", "H", "H", "H"], "coordinates": [[-3.29, 1.06, 0.09], [2.37, 0.07, -1.08], [-1.19, -1.12, -0.85], [-0.31, 0.60, 0.80], [-2.22, -0.87, -1.10], [0.50, 1.67, 0.42], [-0.73, -1.99, -1.28], [1.40, -1.11, 0.35], [-0.49, -0.31, -0.09], [2.44, -0.76, -0.38], [-2.22, 1.44, 0.40], [3.41, -1.24, -0.29], [0.94, 1.91, 1.25], [1.36, -1.86, 1.13], [-1.98, 2.51, 0.64]]}

=====

(4)
{"formula": "C35H22F3N6O4Re", "method": "ωB97M-V with the def2-TZVPD basis set", "multiplicity": 2, "molar_mass_g_mol": 833.8, "homo_ev": [-10.66, -10.63], "e_above_lowest_kj_mol": 242.3, "charge": 1, "elements": ["N", "C", "C", "C", "N", "H", "C", "N", "H", "H", "N", "C", "C", "H", "C", "H", "C", "N", "O", "H", "O", "C", "C", "C", "H", "C", "C", "C", "H", "C", "C", "O", "C", "C", "H", "C", "C", "C", "F", "C", "C", "H", "F", "C", "C", "C", "H", "H", "C", "C", "C", "H", "H", "H", "C", "H", "C", "Re", "C", "C", "H", "C", "H", "H", "N", "F", "C", "O", "H", "H", "H"], "coordinates": [[1.96, -0.01, -0.73], [4.00, 1.29, -0.61], [4.60, 2.54, -0.30], [-0.68, 4.15, -0.43], [-1.21, 0.64, 3.66], [-4.29, 2.61, -3.31], [-2.09, -0.96, 1.94], [1.80, 1.57, 3.11], [1.59, -4.46, 1.99], [4.27, 4.53, 0.35], [-1.35, 0.79, -1.59], [2.61, 1.16, -0.47], [-0.16, -4.34, -0.90], [-3.99, 0.15, -3.54], [-3.31, 0.75, -2.96], [-1.82, 5.93, -0.86], [1.21, -1.72, 2.06], [0.11, -2.16, 0.03], [-1.75, -0.11, 0.96], [4.55, -1.84, -1.80], [2.28, -0.58, 3.71], [-2.65, 4.24, -1.84], [1.03, -4.06, 1.15], [0.80, -2.70, 1.08], [5.79, 0.24, -1.22], [1.79, -1.88, 3.45], [0.06, 0.20, 4.20], [3.82, 3.58, 0.10], [-2.09, -0.94, -2.40], [-1.74, 4.86, -1.05], [-0.32, 2.83, 3.03], [-2.28, -2.13, 1.76], [-2.55, 2.84, -2.05], [0.55, -4.89, 0.15], [0.67, -3.16, 4.95], [-2.23, 0.13, -2.31], [-0.55, 2.81, -0.64], [4.72, 0.17, -1.09], [-0.97, -1.26, 5.77], [2.66, -1.03, -1.21], [-1.30, 1.92, 3.20], [-0.03, 4.69, 0.25], [2.83, -2.76, 3.52], [-0.36, -2.97, -0.92], [4.04, -0.97, -1.41], [0.74, -2.19, 4.49], [-2.30, 2.26, 2.98], [-2.36, -1.07, 4.04], [-0.03, -1.17, 4.81], [-1.50, 2.14, -1.45], [2.41, 3.46, 0.20], [2.81, 1.63, 3.10], [1.85, 4.31, 0.55], [-3.21, 0.26, 3.28], [1.25, 0.26, 3.18], [-3.46, 4.79, -2.30], [-2.26, -0.29, 3.29], [-0.02, 0.05, 0.06], [1.16, 2.77, 3.03], [0.89, -0.43, 1.87], [-0.92, -2.50, -1.71], [-3.47, 2.10, -2.83], [2.11, -1.94, -1.42], [-0.57, -4.95, -1.70], [0.42, 1.94, -0.07], [-0.75, 4.08, 2.71], [1.80, 2.26, -0.07], [1.80, 3.80, 2.89], [5.67, 2.65, -0.39], [0.33, 0.90, 5.00], [0.72, -5.96, 0.20]]}

=====

> Which formula does entry 1 have?

C10H35FeO8

=====

Copy entry 4 word for word.
{"formula": "C35H22F3N6O4Re", "method": "ωB97M-V with the def2-TZVPD basis set", "multiplicity": 2, "molar_mass_g_mol": 833.8, "homo_ev": [-10.66, -10.63], "e_above_lowest_kj_mol": 242.3, "charge": 1, "elements": ["N", "C", "C", "C", "N", "H", "C", "N", "H", "H", "N", "C", "C", "H", "C", "H", "C", "N", "O", "H", "O", "C", "C", "C", "H", "C", "C", "C", "H", "C", "C", "O", "C", "C", "H", "C", "C", "C", "F", "C", "C", "H", "F", "C", "C", "C", "H", "H", "C", "C", "C", "H", "H", "H", "C", "H", "C", "Re", "C", "C", "H", "C", "H", "H", "N", "F", "C", "O", "H", "H", "H"], "coordinates": [[1.96, -0.01, -0.73], [4.00, 1.29, -0.61], [4.60, 2.54, -0.30], [-0.68, 4.15, -0.43], [-1.21, 0.64, 3.66], [-4.29, 2.61, -3.31], [-2.09, -0.96, 1.94], [1.80, 1.57, 3.11], [1.59, -4.46, 1.99], [4.27, 4.53, 0.35], [-1.35, 0.79, -1.59], [2.61, 1.16, -0.47], [-0.16, -4.34, -0.90], [-3.99, 0.15, -3.54], [-3.31, 0.75, -2.96], [-1.82, 5.93, -0.86], [1.21, -1.72, 2.06], [0.11, -2.16, 0.03], [-1.75, -0.11, 0.96], [4.55, -1.84, -1.80], [2.28, -0.58, 3.71], [-2.65, 4.24, -1.84], [1.03, -4.06, 1.15], [0.80, -2.70, 1.08], [5.79, 0.24, -1.22], [1.79, -1.88, 3.45], [0.06, 0.20, 4.20], [3.82, 3.58, 0.10], [-2.09, -0.94, -2.40], [-1.74, 4.86, -1.05], [-0.32, 2.83, 3.03], [-2.28, -2.13, 1.76], [-2.55, 2.84, -2.05], [0.55, -4.89, 0.15], [0.67, -3.16, 4.95], [-2.23, 0.13, -2.31], [-0.55, 2.81, -0.64], [4.72, 0.17, -1.09], [-0.97, -1.26, 5.77], [2.66, -1.03, -1.21], [-1.30, 1.92, 3.20], [-0.03, 4.69, 0.25], [2.83, -2.76, 3.52], [-0.36, -2.97, -0.92], [4.04, -0.97, -1.41], [0.74, -2.19, 4.49], [-2.30, 2.26, 2.98], [-2.36, -1.07, 4.04], [-0.03, -1.17, 4.81], [-1.50, 2.14, -1.45], [2.41, 3.46, 0.20], [2.81, 1.63, 3.10], [1.85, 4.31, 0.55], [-3.21, 0.26, 3.28], [1.25, 0.26, 3.18], [-3.46, 4.79, -2.30], [-2.26, -0.29, 3.29], [-0.02, 0.05, 0.06], [1.16, 2.77, 3.03], [0.89, -0.43, 1.87], [-0.92, -2.50, -1.71], [-3.47, 2.10, -2.83], [2.11, -1.94, -1.42], [-0.57, -4.95, -1.70], [0.42, 1.94, -0.07], [-0.75, 4.08, 2.71], [1.80, 2.26, -0.07], [1.80, 3.80, 2.89], [5.67, 2.65, -0.39], [0.33, 0.90, 5.00], [0.72, -5.96, 0.20]]}